# C5H8N2

A molecular structure, C5H8N2 (the ωB97M-V functional and the def2-TZVPD basis, the Open Molecules 2025 dataset).

## Properties
energy above the lowest of the compared OMol25 structures with the same formula, charge and spin: 110.82 kcal per mole
net charge: 0
HOMO energy: -8.0 eV
strongest force on any atom: 0.009 hartree/bohr
orbital gap: 8.35 eV

Element x y z (Å)
C1 -2.791 -0.619 0.069
N1 -1.258 0.305 -0.557
C2 -0.123 -0.515 -0.687
C3 0.907 0.084 -0.048
C4 2.310 -0.399 0.160
C5 0.342 1.335 0.415
N2 -0.906 1.485 0.090
H1 -1.859 0.453 -1.358
H2 -3.057 0.163 0.808
H3 -2.257 -1.374 0.681
H4 -0.202 -1.471 -1.188
H5 3.033 0.284 -0.303
H6 2.454 -1.391 -0.277
H7 2.555 -0.458 1.227
H8 0.853 2.118 0.968

=====

# C3H5ClNOS

A gas-phase ion, C3H5ClNOS (charge +1) in a non-equilibrium geometry (the ωB97M-V functional and the def2-TZVPD basis, the Open Molecules 2025 dataset).

## Properties
expectation value of S²: 2.020
energy above the lowest of the compared OMol25 structures with the same formula, charge and spin: 65.65 kcal per mole
net charge: +1
HOMO energy (spin up / spin down): -10.6 / -13.9 eV
strongest force on any atom: 0.081 hartree/bohr
multiplicity: 3
orbital gap (spin up / spin down): 4.71 / 5.20 eV

Element x y z (Å)
C1 -0.314 1.622 -0.623
C2 -0.957 0.446 -1.398
C3 0.983 0.818 -0.489
N1 0.393 -0.326 -1.205
O1 -0.636 2.663 -0.119
S1 2.729 1.214 -1.093
Cl1 2.416 0.602 -3.071
H1 -1.843 -0.077 -0.833
H2 -1.320 0.612 -2.463
H3 1.254 0.538 0.628
H4 0.534 -1.285 -0.863
H5 1.037 -0.280 -2.063

=====

# C5H6O2

A single C5H6O2 molecule (the ωB97M-V functional and the def2-TZVPD basis, the Open Molecules 2025 dataset).

## Properties
energy above the lowest of the compared OMol25 structures with the same formula, charge and spin: 57.09 kcal per mole
net charge: 0
SMILES string: O=CCC#CCO
HOMO energy: -10.0 eV
strongest force on any atom: 0.011 hartree/bohr
orbital gap: 10.65 eV

Element x y z (Å)
O1 -1.815 2.108 1.421
C1 -0.451 1.770 1.517
C2 -0.092 0.502 0.872
C3 0.364 -0.414 0.235
C4 1.022 -1.360 -0.658
C5 0.136 -1.807 -1.810
O2 0.584 -2.304 -2.811
H1 -2.072 1.988 0.499
H2 -0.199 1.744 2.581
H3 0.186 2.536 1.050
H4 1.388 -2.250 -0.130
H5 1.901 -0.872 -1.095
H6 -0.952 -1.641 -1.671